Record 1
85
Properties=species:S:1:pos:R:3 method="wB97M-V/def2-TZVPD" lumo_energy_ev=-12.051 homo_energy_ha=-0.6566 homo_lumo_gap_ev=5.8 charge=+3
Au 1.505 0.509 -0.405
C -3.462 -3.722 0.666
C -3.531 -2.668 -0.424
C -4.011 -3.234 -1.743
O -2.184 -2.104 -0.644
P -1.769 -0.656 -0.249
O -0.471 -0.362 -0.948
C -1.725 -0.449 1.554
P -0.201 -1.188 2.204
O 1.000 -0.681 1.475
O -0.014 -0.838 3.707
C -0.823 -1.038 4.910
C -1.697 -2.274 4.844
C -1.609 0.225 5.200
O -0.462 -2.726 2.033
C 0.615 -3.699 1.817
C 0.696 -3.990 0.329
C 0.316 -4.925 2.649
O -2.922 0.343 -0.616
C -3.257 0.643 -2.020
C -2.555 1.928 -2.425
C -4.763 0.744 -2.114
H -4.472 -4.045 0.913
H -2.984 -3.340 1.568
H -2.900 -4.589 0.316
H -4.189 -1.853 -0.111
H -3.381 -4.067 -2.055
H -3.995 -2.477 -2.528
H -5.031 -3.598 -1.629
H -2.624 -0.887 1.987
H -1.711 0.622 1.764
H -0.074 -1.175 5.691
H -2.488 -2.151 4.097
H -2.170 -2.427 5.812
H -1.118 -3.163 4.603
H -2.433 0.351 4.493
H -0.961 1.100 5.147
H -2.028 0.167 6.203
H 1.553 -3.240 2.140
H -0.246 -4.409 -0.025
H 1.492 -4.710 0.136
H 0.882 -3.062 -0.214
H -0.695 -5.283 2.449
H 0.401 -4.713 3.714
H 1.019 -5.718 2.402
H -2.887 -0.184 -2.635
H -2.856 2.738 -1.760
H -2.835 2.190 -3.444
H -1.471 1.803 -2.377
H -5.130 1.516 -1.436
H -5.240 -0.199 -1.847
H -5.047 1.007 -3.131
C 1.353 5.672 -0.984
N 1.861 4.646 -0.071
C 1.095 4.539 1.176
C 2.872 3.836 -0.361
S 2.962 2.266 0.496
N 3.865 4.187 -1.164
C 4.899 3.250 -1.611
C 4.160 5.584 -1.498
H 0.269 5.571 -1.028
H 1.748 5.552 -1.988
H 1.573 6.678 -0.625
H 0.926 5.548 1.552
H 1.638 3.982 1.931
H 0.124 4.069 1.006
H 4.503 2.246 -1.704
H 5.731 3.236 -0.905
H 5.278 3.583 -2.575
H 3.721 6.265 -0.776
H 3.816 5.837 -2.502
H 5.241 5.712 -1.472
C 2.655 0.795 -3.724
P 2.588 -0.334 -2.317
C 4.247 -0.860 -1.848
C 1.655 -1.779 -2.847
H 3.310 0.349 -4.477
H 3.035 1.777 -3.452
H 1.653 0.898 -4.142
H 4.749 -1.273 -2.727
H 4.169 -1.630 -1.078
H 4.833 -0.032 -1.450
H 1.942 -2.017 -3.875
H 0.585 -1.569 -2.806
H 1.882 -2.623 -2.196

Record 2
102
Properties=species:S:1:pos:R:3 method="wB97M-V/def2-TZVPD" lumo_energy_ev=-5.655 homo_energy_ha=-0.3550 homo_lumo_gap_ev=4.0 charge=+2 e_above_lowest_kcal_mol=33.8
N 0.168 0.149 -1.032
S -1.190 -0.501 -0.722
O -2.427 0.047 -1.222
O -1.202 -1.261 0.517
F -0.977 -1.687 -1.760
S -0.071 1.325 0.129
O 0.528 1.048 1.391
O -1.174 2.242 0.193
F 1.000 2.408 -0.487
C 1.776 -1.817 1.973
C 1.836 -2.539 0.615
O 1.359 -3.602 0.495
N 2.367 -1.750 -0.573
H 1.588 -1.151 -0.902
H 3.099 -1.266 -0.061
C 2.879 -2.665 -1.692
H 2.176 -2.460 2.755
H 0.729 -1.537 2.067
H 2.442 -0.955 2.072
H 2.097 -3.327 -2.066
H 3.611 -3.302 -1.190
H 3.497 -2.117 -2.398
C 2.185 7.592 0.892
C 1.482 6.487 0.134
O 2.007 5.845 -0.714
N 0.059 6.234 0.506
H 0.062 5.543 1.280
H -0.363 7.026 0.994
C -0.834 5.802 -0.637
H 1.445 8.169 1.445
H 2.580 8.252 0.121
H 2.917 7.119 1.541
H -1.646 6.491 -0.852
H -1.335 4.946 -0.182
H -0.285 5.510 -1.523
C -1.644 -4.614 2.132
C -0.567 -5.550 1.614
O 0.421 -5.916 2.131
N -0.964 -6.106 0.238
H -1.923 -5.864 0.000
H -0.441 -5.538 -0.470
C -0.789 -7.649 0.192
H -2.376 -4.239 1.422
H -1.101 -3.797 2.606
H -2.190 -5.075 2.958
H -1.400 -8.096 0.969
H 0.277 -7.791 0.321
H -1.185 -7.882 -0.792
C -0.268 -0.362 -4.590
C 1.090 0.310 -4.570
O 1.798 0.330 -5.514
N 1.468 1.109 -3.343
H 0.902 1.963 -3.382
H 1.113 0.718 -2.443
C 2.941 1.319 -3.037
H -0.582 -0.208 -5.620
H -1.023 0.059 -3.929
H -0.004 -1.404 -4.388
H 3.433 0.423 -2.670
H 2.975 2.036 -2.216
H 3.426 1.731 -3.916
C -5.099 -1.860 -0.421
C -6.014 -0.944 -1.141
O -5.609 -0.215 -1.979
N -7.490 -0.802 -0.731
H -7.627 -1.265 0.170
H -7.620 0.184 -0.486
C -8.429 -1.270 -1.851
H -4.478 -1.261 0.260
H -4.443 -2.386 -1.110
H -5.570 -2.571 0.262
H -8.455 -0.521 -2.634
H -9.404 -1.429 -1.401
H -7.966 -2.188 -2.202
C 3.528 2.985 2.323
C 4.645 2.493 1.468
O 4.921 2.867 0.377
N 5.607 1.598 2.188
H 5.254 1.105 3.014
H 5.727 0.768 1.596
C 6.920 2.222 2.602
H 3.904 3.274 3.306
H 2.652 2.337 2.403
H 3.207 3.903 1.832
H 7.234 2.989 1.903
H 7.648 1.435 2.779
H 6.697 2.668 3.570
O -0.811 3.086 3.776
C 0.339 3.737 3.605
O 1.177 3.749 4.521
O 0.465 4.373 2.492
H -1.191 3.051 2.883
O -0.687 -3.359 -2.959
C 0.486 -4.053 -2.739
O 0.524 -4.707 -1.646
O 1.377 -4.006 -3.584
H -1.173 -3.548 -2.149
O -2.823 -1.491 3.245
C -3.441 -0.289 3.147
O -4.425 -0.013 3.863
O -3.095 0.462 2.169
H -2.234 -1.306 2.475

Record 3
105
Properties=species:S:1:pos:R:3 method="wB97M-V/def2-TZVPD" lumo_energy_ev=0.276 smiles="O=C1OC[C@@H](F)O1.O=C1OC[C@@H](F)O1.COP(=O)(OC)OC.COP(=O)(OC)OC.COP(=O)(OC)OC.COP(=O)(OC)OC.COP(=O)(OC)OC" homo_energy_ha=-0.3709 homo_lumo_gap_ev=10.4 charge=0 e_above_lowest_kcal_mol=0.0
C 4.299 -0.030 3.203
C 4.539 -1.178 4.164
O 3.289 -1.762 4.286
C 2.337 -0.804 4.015
O 1.189 -0.899 4.287
O 2.911 0.254 3.430
F 4.923 -0.679 5.392
H 4.414 -0.337 2.163
H 4.888 0.852 3.428
H 5.307 -1.883 3.860
C -0.138 0.300 1.695
C -1.200 0.434 0.620
O -0.472 0.651 -0.538
C 0.828 0.918 -0.242
O 1.655 1.143 -1.062
O 1.012 0.894 1.089
F -1.941 1.604 0.847
H 0.035 -0.758 1.886
H -0.316 0.807 2.637
H -1.938 -0.355 0.553
C -3.753 3.373 -1.696
O -4.164 2.230 -2.481
P -5.428 1.373 -2.161
O -6.588 2.058 -1.610
O -5.741 0.698 -3.541
C -4.794 -0.177 -4.188
O -4.850 0.199 -1.252
C -5.789 -0.776 -0.806
H -2.755 3.194 -1.306
H -4.448 3.589 -0.885
H -3.809 4.232 -2.360
H -3.833 -0.161 -3.682
H -4.708 0.121 -5.228
H -5.220 -1.179 -4.117
H -6.673 -0.295 -0.378
H -5.330 -1.367 -0.017
H -6.113 -1.416 -1.628
C -2.469 -3.337 0.488
O -1.411 -4.041 -0.155
P 0.070 -3.825 0.323
O 0.510 -2.437 0.424
O 0.135 -4.659 1.654
C 1.419 -5.081 2.139
O 0.900 -4.630 -0.741
C 0.548 -5.981 -1.078
H -2.117 -2.763 1.348
H -3.245 -4.038 0.788
H -2.930 -2.621 -0.198
H 1.507 -4.743 3.168
H 2.239 -4.656 1.558
H 1.490 -6.165 2.072
H 1.394 -6.626 -0.838
H 0.357 -6.034 -2.145
H -0.317 -6.317 -0.509
C -2.852 -2.823 -6.036
O -1.545 -2.340 -6.355
P -1.154 -0.839 -6.075
O 0.199 -0.464 -6.461
O -2.291 0.036 -6.763
C -2.177 0.383 -8.151
O -1.526 -0.695 -4.546
C -1.023 0.457 -3.851
H -2.804 -3.274 -5.045
H -3.196 -3.490 -6.818
H -3.568 -2.001 -5.953
H -2.529 1.408 -8.256
H -2.860 -0.231 -8.740
H -1.149 0.277 -8.487
H -1.792 1.025 -3.328
H -0.570 1.164 -4.550
H -0.256 0.136 -3.151
C -3.753 3.894 2.243
O -4.899 4.700 2.526
P -6.193 4.539 1.630
O -6.024 4.988 0.252
O -6.565 3.018 1.804
C -7.867 2.612 1.371
O -7.284 5.289 2.475
C -7.066 6.676 2.775
H -3.920 3.127 1.490
H -3.436 3.412 3.167
H -2.937 4.539 1.915
H -8.489 2.366 2.233
H -7.783 1.725 0.749
H -8.362 3.385 0.784
H -6.909 7.260 1.869
H -6.188 6.776 3.415
H -7.949 7.023 3.302
C 3.463 -2.068 -4.661
O 4.850 -1.726 -4.876
P 5.939 -2.096 -3.782
O 6.272 -3.509 -3.662
O 7.139 -1.157 -4.203
C 7.487 -0.989 -5.583
O 5.423 -1.444 -2.444
C 4.943 -0.096 -2.411
H 3.122 -2.608 -5.539
H 2.906 -1.143 -4.535
H 3.327 -2.714 -3.793
H 8.564 -1.128 -5.659
H 7.283 0.050 -5.847
H 6.939 -1.662 -6.233
H 5.019 0.395 -3.380
H 5.465 0.459 -1.638
H 3.883 -0.140 -2.156

Number 1: E_tot -2948.911535 hartree. Number 2: E_tot -3638.935040 hartree. Number 3: E_tot -4694.020124 hartree.